{
  "formula": "C5H10O",
  "method": "ωB97M-V/def2-TZVPD",
  "multiplicity": 1,
  "smiles": "C=C1C[C@@H]1C.O",
  "e_lumo_ev": 0.92,
  "charge": 0,
  "homo_energy_ev": -8.869,
  "de_lowest_kj_mol": 303.3,
  "homo_lumo_gap_ev": 9.8,
  "symbols": ["C", "C", "C", "C", "C", "O", "H", "H", "H", "H", "H", "H", "H", "H", "H", "H"],
  "coordinates": [[-0.78, 1.57, 1.07], [0.09, 0.35, 0.95], [-0.52, -1.05, 1.00], [-0.01, -0.48, -0.24], [-0.26, -0.38, -1.55], [1.96, -1.15, -1.72], [-0.33, 2.44, 0.60], [-1.74, 1.38, 0.58], [-0.97, 1.83, 2.11], [1.05, 0.46, 1.45], [0.02, -1.83, 1.53], [-1.59, -1.12, 1.10], [1.46, -1.09, -0.83], [-0.72, -1.18, -2.13], [-0.10, 0.56, -2.09], [2.44, -0.31, -1.82]]
}

***

{
  "formula": "C4H4NP",
  "method": "ωB97M-V/def2-TZVPD",
  "multiplicity": 1,
  "smiles": "[H]/N=C1\\P[C@H]1C#C",
  "e_lumo_ev": 0.25,
  "charge": 0,
  "homo_energy_ev": -8.822,
  "de_lowest_kj_mol": 174.8,
  "homo_lumo_gap_ev": 9.1,
  "symbols": ["C", "C", "C", "C", "N", "P", "H", "H", "H", "H"],
  "coordinates": [[0.15, -0.63, -0.65], [-1.19, -0.72, -0.22], [0.94, 0.58, -0.33], [-2.39, -0.63, -0.03], [0.72, 1.77, -0.20], [2.01, -0.81, 0.05], [0.36, -0.84, -1.80], [-3.28, -0.30, 0.39], [1.41, 2.49, 0.22], [1.55, -1.03, 1.28]]
}

***

{
  "formula": "C4H3NO2",
  "method": "ωB97M-V/def2-TZVPD",
  "multiplicity": 1,
  "smiles": "O=Cc1ncco1",
  "e_lumo_ev": 0.45,
  "charge": 0,
  "homo_energy_ev": -9.915,
  "de_lowest_kj_mol": 134.7,
  "homo_lumo_gap_ev": 10.4,
  "symbols": ["O", "C", "C", "N", "C", "C", "O", "H", "H", "H"],
  "coordinates": [[-2.46, -0.52, 1.49], [-1.86, 0.24, 0.78], [-0.45, 0.04, 0.32], [0.58, 0.73, 0.69], [1.59, 0.31, -0.17], [1.08, -0.61, -1.02], [-0.23, -0.80, -0.71], [-2.32, 1.16, 0.39], [2.58, 0.72, -0.12], [1.46, -1.17, -1.86]]
}

***

{
  "formula": "C2H9NO",
  "method": "ωB97M-V/def2-TZVPD",
  "multiplicity": 1,
  "smiles": "CN.CO",
  "e_lumo_ev": 0.79,
  "charge": 0,
  "homo_energy_ev": -9.304,
  "de_lowest_kj_mol": 240.9,
  "homo_lumo_gap_ev": 10.1,
  "symbols": ["C", "C", "H", "H", "H", "H", "H", "H", "H", "H", "H", "N", "O"],
  "coordinates": [[-0.31, 0.68, -1.78], [0.19, -1.23, 0.98], [-0.33, 1.35, 0.03], [-0.03, 1.13, -2.81], [0.32, -0.30, -1.60], [-1.43, 0.44, -1.77], [-0.19, 0.28, 2.34], [1.11, 0.30, 1.70], [0.95, -1.32, 0.22], [0.32, -2.00, 1.76], [-0.91, -1.22, 0.59], [0.25, 0.13, 1.34], [0.06, 1.77, -1.00]]
}

***

{
  "formula": "C25H72O25S7",
  "method": "ωB97M-V/def2-TZVPD",
  "multiplicity": 1,
  "smiles": "CCOS(C)(=O)=O.CCOS(C)(=O)=O.CCOS(C)(=O)=O.CCOS(C)(=O)=O.CCOS(C)(=O)=O.CCOS(C)(=O)=O.CCOS(C)(=O)=O.CO.CO.CO.CO",
  "e_lumo_ev": 0.14,
  "charge": 0,
  "homo_energy_ev": -9.918,
  "de_lowest_kj_mol": 571.4,
  "homo_lumo_gap_ev": 10.1,
  "symbols": ["O", "S", "O", "O", "C", "C", "C", "H", "H", "H", "H", "H", "H", "H", "H", "O", "S", "O", "O", "C", "C", "C", "H", "H", "H", "H", "H", "H", "H", "H", "O", "S", "O", "O", "C", "C", "C", "H", "H", "H", "H", "H", "H", "H", "H", "O", "S", "O", "O", "C", "C", "C", "H", "H", "H", "H", "H", "H", "H", "H", "O", "S", "O", "O", "C", "C", "C", "H", "H", "H", "H", "H", "H", "H", "H", "O", "S", "O", "O", "C", "C", "C", "H", "H", "H", "H", "H", "H", "H", "H", "O", "S", "O", "O", "C", "C", "C", "H", "H", "H", "H", "H", "H", "H", "H", "C", "O", "H", "H", "H", "H", "C", "O", "H", "H", "H", "H", "C", "O", "H", "H", "H", "H", "C", "O", "H", "H", "H", "H"],
  "coordinates": [[-10.35, -5.95, -4.58], [-9.68, -6.96, -3.72], [-10.29, -8.33, -3.68], [-8.10, -7.10, -4.10], [-7.40, -5.97, -4.66], [-6.10, -5.78, -3.85], [-9.53, -6.16, -2.05], [-7.90, -5.01, -4.72], [-7.17, -6.31, -5.67], [-5.76, -6.81, -3.69], [-6.16, -5.34, -2.85], [-5.31, -5.29, -4.42], [-8.65, -6.56, -1.55], [-10.36, -6.45, -1.41], [-9.49, -5.07, -2.06], [2.01, -9.53, 1.88], [2.65, -8.21, 2.10], [2.28, -7.39, 3.19], [4.32, -8.45, 2.22], [4.85, -9.48, 1.51], [6.35, -9.34, 1.82], [2.59, -7.29, 0.50], [4.53, -9.53, 0.47], [4.54, -10.41, 1.99], [6.84, -8.53, 1.29], [6.99, -10.15, 1.44], [6.58, -9.24, 2.88], [3.27, -7.86, -0.14], [2.94, -6.28, 0.69], [1.61, -7.41, 0.04], [-1.15, 8.11, 8.38], [-1.26, 6.94, 9.27], [-2.53, 6.23, 9.50], [-0.21, 5.79, 8.64], [1.11, 6.18, 8.30], [1.99, 5.08, 7.76], [-0.23, 7.20, 10.80], [1.68, 6.61, 9.13], [1.06, 6.99, 7.58], [2.09, 4.22, 8.42], [3.01, 5.35, 7.48], [1.50, 4.73, 6.85], [0.72, 7.70, 10.58], [0.01, 6.22, 11.21], [-0.83, 7.70, 11.56], [11.26, 1.24, 0.86], [10.56, 2.48, 0.53], [10.43, 3.02, -0.81], [9.05, 2.40, 1.19], [8.22, 3.52, 1.00], [6.88, 3.28, 0.26], [11.28, 3.64, 1.78], [8.55, 4.38, 0.41], [7.97, 3.99, 1.95], [6.21, 4.14, 0.24], [6.34, 2.55, 0.86], [6.92, 2.94, -0.78], [12.14, 4.11, 1.31], [11.36, 2.98, 2.65], [10.59, 4.46, 1.93], [-5.89, 8.41, -1.67], [-5.11, 9.06, -0.61], [-5.80, 9.43, 0.64], [-3.82, 8.08, -0.29], [-2.95, 8.53, 0.68], [-1.72, 7.60, 0.59], [-4.10, 10.45, -1.41], [-3.50, 8.33, 1.60], [-2.62, 9.57, 0.69], [-1.52, 7.13, -0.37], [-1.87, 6.68, 1.16], [-0.79, 8.11, 0.84], [-3.65, 11.05, -0.62], [-4.75, 11.10, -1.99], [-3.29, 9.93, -1.92], [-6.72, -1.25, -9.25], [-5.70, -0.21, -9.14], [-5.88, 1.14, -9.61], [-5.37, -0.03, -7.48], [-4.35, 0.90, -7.04], [-4.95, 1.57, -5.78], [-4.11, -0.88, -9.90], [-4.08, 1.60, -7.83], [-3.43, 0.32, -6.92], [-4.18, 2.25, -5.42], [-5.19, 0.80, -5.04], [-5.91, 2.09, -5.87], [-3.86, -1.64, -9.16], [-3.40, -0.06, -9.98], [-4.41, -1.34, -10.85], [2.67, -3.32, -5.99], [3.74, -2.45, -5.54], [3.58, -1.51, -4.40], [4.98, -3.50, -5.16], [5.92, -2.91, -4.37], [7.33, -3.67, -4.37], [4.42, -1.61, -7.03], [5.42, -2.84, -3.41], [6.16, -1.89, -4.67], [7.97, -3.23, -3.60], [7.91, -3.47, -5.28], [7.24, -4.74, -4.20], [5.42, -1.34, -6.69], [3.79, -0.73, -7.08], [4.52, -2.29, -7.88], [-1.44, 0.25, 0.44], [-0.54, -0.29, 1.32], [-1.07, 1.17, -0.01], [-1.68, -0.46, -0.35], [-2.41, 0.36, 0.93], [-0.49, 0.28, 2.10], [4.85, -2.06, 4.55], [3.92, -2.21, 5.58], [4.51, -1.72, 3.57], [5.47, -1.25, 4.94], [5.56, -2.86, 4.33], [3.31, -2.90, 5.33], [-5.65, 3.22, 5.57], [-4.45, 2.57, 5.66], [-5.35, 4.27, 5.53], [-6.26, 2.79, 4.77], [-6.04, 3.02, 6.56], [-4.04, 2.75, 6.51], [-5.00, -4.96, 2.68], [-5.97, -3.92, 2.45], [-4.09, -4.83, 2.09], [-4.55, -5.16, 3.65], [-5.48, -5.92, 2.51], [-6.12, -3.36, 3.21]]
}

***

{
  "formula": "C2H9NO",
  "method": "ωB97M-V/def2-TZVPD",
  "multiplicity": 1,
  "e_lumo_ev": 0.88,
  "charge": 0,
  "homo_energy_ev": -9.428,
  "de_lowest_kj_mol": 87.7,
  "homo_lumo_gap_ev": 10.3,
  "symbols": ["H", "O", "N", "H", "H", "C", "H", "H", "H", "C", "H", "H", "H"],
  "coordinates": [[-1.17, -0.96, -0.17], [-1.33, -1.55, -1.10], [-0.57, -0.05, 0.67], [-2.27, -1.67, -1.31], [-0.91, 0.77, 1.16], [0.48, 0.67, -0.22], [-0.03, 1.55, -0.63], [0.54, -0.01, -1.08], [-0.03, -0.62, 1.32], [1.68, 1.04, 0.63], [2.63, 1.21, 0.09], [1.45, 2.06, 0.97], [1.86, 0.25, 1.37]]
}

***

{
  "formula": "C3H6N2S2",
  "method": "ωB97M-V/def2-TZVPD",
  "multiplicity": 1,
  "smiles": "S=C1NNCCS1",
  "e_lumo_ev": 0.53,
  "charge": 0,
  "homo_energy_ev": -8.288,
  "de_lowest_kj_mol": 319.3,
  "homo_lumo_gap_ev": 8.8,
  "symbols": ["C", "C", "C", "H", "H", "H", "H", "H", "H", "N", "N", "S", "S"],
  "coordinates": [[-0.84, 0.10, 0.01], [1.84, 0.63, 0.41], [2.10, -0.77, -0.07], [-0.96, 2.05, 0.07], [1.02, 2.49, -0.52], [1.58, 0.87, 1.59], [2.65, 1.18, 0.22], [2.64, -1.58, 0.54], [2.35, -0.65, -1.11], [-0.30, 1.31, 0.13], [0.95, 1.42, -0.47], [-2.43, -0.14, 0.03], [0.40, -1.31, -0.06]]
}

***

{
  "formula": "C18H20N2O3S",
  "method": "ωB97M-V/def2-TZVPD",
  "multiplicity": 1,
  "smiles": "CCC(=O)N1CCc2cc(S(=O)(=O)Nc3ccccc3C)ccc21",
  "e_lumo_ev": -0.15,
  "charge": 0,
  "homo_energy_ev": -8.933,
  "de_lowest_kj_mol": 1620.0,
  "homo_lumo_gap_ev": 8.8,
  "symbols": ["C", "H", "H", "C", "C", "O", "N", "C", "C", "C", "C", "C", "C", "C", "H", "H", "C", "H", "H", "H", "S", "O", "O", "N", "C", "C", "C", "C", "C", "C", "C", "H", "H", "H", "H", "H", "H", "H", "H", "H", "H", "H", "H", "H"],
  "coordinates": [[3.88, 0.42, -5.14], [4.07, 1.39, -4.54], [4.37, -0.38, -4.78], [2.37, 0.15, -4.84], [2.20, 0.11, -3.39], [3.23, 0.02, -2.62], [1.17, -0.46, -3.02], [0.45, -0.68, -1.78], [1.25, -0.74, -0.64], [0.68, -1.05, 0.68], [-0.76, -1.53, 0.57], [-1.54, -1.35, -0.64], [-0.82, -0.80, -1.66], [-1.45, -1.01, -3.04], [-1.96, -1.76, -3.40], [-2.03, -0.19, -3.12], [-0.08, -0.48, -3.85], [-0.23, 0.34, -4.47], [-0.15, -1.42, -4.60], [-2.44, -1.67, -0.42], [-1.52, -1.68, 2.13], [-2.41, -2.89, 1.92], [-0.51, -2.12, 3.20], [-2.18, -0.45, 2.53], [-1.78, 0.74, 2.99], [-0.76, 1.47, 2.33], [0.20, 2.62, 2.81], [-0.03, 2.63, 4.12], [-0.56, 1.94, 4.94], [-1.44, 0.95, 4.55], [-2.43, 0.06, 5.38], [-2.19, 0.48, 6.38], [-3.41, 0.21, 5.24], [-2.01, -0.82, 5.26], [-0.62, 2.22, 6.02], [0.62, 3.33, 4.54], [0.59, 3.16, 2.07], [-0.55, 1.10, 1.28], [-3.13, -0.57, 3.06], [1.26, -1.31, 1.46], [2.49, -0.60, -0.45], [2.28, -1.01, -5.49], [1.81, 0.93, -5.28], [4.08, 0.72, -6.29]]
}